1.
The following is a quantum chemistry calculation of a structure of composition C28H24N2O2PRhSe2, from the Open Molecules 2025 dataset.

Positions of all 60 atoms, in Å:
Rh -0.959 -0.580 1.095
O -2.365 0.619 2.135
C -2.323 0.795 3.424
C -2.453 2.093 3.963
C -2.432 2.290 5.324
C -2.294 1.220 6.220
C -2.195 -0.054 5.715
C -2.201 -0.283 4.331
C -2.191 -1.635 3.838
N -2.075 -1.963 2.607
C -2.180 -3.385 2.283
C -1.613 -3.601 0.888
N -0.434 -2.773 0.763
C 0.632 -3.251 0.256
C 1.866 -2.522 0.096
C 2.960 -3.198 -0.468
C 4.190 -2.601 -0.591
C 4.347 -1.289 -0.123
C 3.297 -0.604 0.435
C 2.020 -1.194 0.549
O 1.065 -0.459 1.061
H -2.565 2.919 3.274
H -2.524 3.297 5.711
H -2.277 1.396 7.286
H -2.110 -0.904 6.383
H -2.325 -2.427 4.584
H -3.230 -3.690 2.303
H -1.637 -3.982 3.022
H -2.340 -3.271 0.138
H -1.394 -4.659 0.712
H 0.641 -4.299 -0.065
H 2.815 -4.219 -0.805
H 5.022 -3.132 -1.031
H 5.311 -0.802 -0.206
H 3.406 0.412 0.789
Se -1.415 -0.659 -1.451
P -0.389 1.281 -1.538
Se -0.528 2.197 0.363
C 1.322 1.000 -2.077
C 2.261 2.005 -1.868
C 3.555 1.850 -2.337
C 3.924 0.689 -3.000
C 2.996 -0.323 -3.194
C 1.695 -0.168 -2.737
C -1.147 2.247 -2.872
C -1.982 3.314 -2.567
C -2.584 4.037 -3.587
C -2.356 3.695 -4.909
C -1.523 2.626 -5.217
C -0.918 1.905 -4.203
H 1.976 2.900 -1.328
H 4.281 2.637 -2.174
H 4.940 0.568 -3.354
H 3.283 -1.239 -3.693
H 0.976 -0.964 -2.873
H -2.158 3.571 -1.530
H -3.232 4.868 -3.344
H -2.825 4.261 -5.703
H -1.343 2.358 -6.250
H -0.262 1.080 -4.453

Forces on atoms 1 to 3 (eV/Å):
-0.6 0.3 0.2
0.3 0.0 -0.1
-0.1 0.0 -0.1

Computed properties:
- HOMO-LUMO gap (spin up / spin down) (eV) = 7.8 / 6.2
- HOMO energy (spin up / spin down) (eV) = -7.55 / -7.64
- 2S+1 = 5
- total energy (a.u.) = -6596.12765
- LUMO level (spin up / spin down) (eV) = 0.3 / -1.5
- energy above the lowest of the compared OMol25 structures with the same formula, charge and spin (kJ/mol) = 0.0


2.
The following is a quantum chemistry calculation of a structure of composition C28H24N6O3RuS in a non-equilibrium geometry, from the Open Molecules 2025 dataset.

Positions of all 63 atoms, in Å:
Ru 0.260 0.074 -0.180
O -0.787 0.950 -1.580
C -1.104 2.241 -1.715
C -1.955 2.578 -2.771
C -2.302 3.892 -3.009
C -1.819 4.920 -2.199
C -0.988 4.598 -1.149
C -0.616 3.271 -0.888
C 0.315 3.038 0.198
N 0.679 1.885 0.601
N 1.680 1.819 1.582
C 1.899 0.593 1.947
O 1.207 -0.437 1.511
C 3.016 0.338 2.885
C 3.074 -0.875 3.564
C 4.144 -1.150 4.403
C 5.164 -0.221 4.553
C 5.111 0.988 3.871
C 4.038 1.272 3.042
H -2.330 1.773 -3.390
H -2.964 4.125 -3.834
H -2.093 5.948 -2.389
H -0.612 5.376 -0.494
H 0.769 3.893 0.694
H 2.273 -1.590 3.434
H 4.181 -2.087 4.943
H 6.004 -0.441 5.199
H 5.908 1.711 3.990
H 3.977 2.213 2.511
N -2.853 -2.934 -0.142
C -4.183 -2.423 -0.074
C -5.244 -3.303 -0.085
C -6.550 -2.820 -0.036
C -6.778 -1.460 0.015
C -5.701 -0.577 0.026
C -4.408 -1.057 -0.013
S -3.072 0.117 0.026
N -1.693 -0.899 -0.078
C -1.738 -2.172 -0.182
C -0.421 -2.855 -0.368
C -0.214 -4.214 -0.293
C 1.087 -4.698 -0.377
C 2.125 -3.801 -0.531
C 1.832 -2.450 -0.617
N 0.580 -1.994 -0.563
H -2.760 -3.929 -0.227
H -5.055 -4.370 -0.133
H -7.379 -3.515 -0.036
H -7.789 -1.077 0.050
H -5.872 0.493 0.069
H -1.030 -4.906 -0.137
H 1.278 -5.759 -0.299
H 3.153 -4.131 -0.580
H 2.605 -1.707 -0.744
C 1.869 1.865 -2.994
C 2.579 1.380 -1.769
N 3.773 1.899 -1.510
O 2.140 0.494 -1.001
H 2.437 1.553 -3.873
H 1.797 2.952 -2.997
H 0.879 1.430 -3.042
H 4.191 2.580 -2.119
H 4.282 1.590 -0.695

Forces on atoms 1 to 3 (eV/Å):
0.8 -0.7 -1.0
-0.3 0.3 -0.5
0.2 -0.4 0.0

Computed properties:
- HOMO-LUMO gap (spin up / spin down) (eV) = 7.1 / 6.5
- charge = +1
- HOMO energy (spin up / spin down) (eV) = -10.16 / -10.14
- 2S+1 = 2
- total energy (a.u.) = -2128.58749
- LUMO level (spin up / spin down) (eV) = -3.1 / -3.6
- energy above the lowest of the compared OMol25 structures with the same formula, charge and spin (kJ/mol) = 102.3


3.
The following is a quantum chemistry calculation of a structure of composition C28H24N7S4SbTi in a non-equilibrium geometry, from the Open Molecules 2025 dataset.

Positions of all 65 atoms, in Å:
Ti -0.752 1.023 -0.600
C 3.007 3.064 -1.568
C 1.721 2.771 -1.228
N 1.311 1.498 -1.004
C 2.223 0.528 -1.194
C 3.529 0.866 -1.610
N 3.930 2.101 -1.765
C 1.788 -0.805 -0.942
C 2.502 -1.962 -0.918
C 1.941 -3.159 -0.426
C 0.806 -2.996 0.371
C 0.123 -1.799 0.414
N 0.365 -0.891 -0.702
C -0.610 -1.264 1.498
C -0.984 -2.038 2.629
N -1.479 -1.512 3.717
C -1.616 -0.165 3.736
C -1.346 0.588 2.632
N -0.900 0.053 1.475
C 2.642 -4.458 -0.497
C 4.001 -4.570 -0.789
C 4.599 -5.819 -0.814
N 3.956 -6.964 -0.575
C 2.653 -6.858 -0.310
C 1.966 -5.656 -0.267
H 3.315 4.090 -1.720
H 0.982 3.545 -1.130
H 4.246 0.077 -1.810
H 3.534 -1.936 -1.243
H 0.544 -3.771 1.082
H -0.856 -3.114 2.610
H -1.974 0.291 4.649
H -1.500 1.656 2.654
H 4.613 -3.700 -0.987
H 5.658 -5.905 -1.036
H 2.125 -7.790 -0.130
H 0.896 -5.664 -0.091
C -3.894 0.967 0.760
N -3.246 1.585 -0.412
C -4.137 1.350 -1.563
C -3.163 3.046 -0.198
C -2.046 3.385 0.739
C -2.207 4.382 1.698
C -1.159 4.721 2.543
C 0.055 4.056 2.429
C 0.206 3.055 1.483
C -0.832 2.694 0.617
H -4.958 1.226 0.782
H -3.446 1.329 1.674
H -3.795 -0.116 0.716
H -5.067 1.912 -1.421
H -4.387 0.295 -1.637
H -3.654 1.669 -2.480
H -4.123 3.434 0.161
H -2.964 3.501 -1.169
H -3.160 4.894 1.784
H -1.293 5.494 3.291
H 0.880 4.310 3.085
H 1.154 2.533 1.440
S 1.922 1.539 -4.552
Sb -0.233 0.946 -4.531
S 0.252 -1.497 -3.356
S -1.105 2.170 -2.581
S -2.094 -1.048 -1.542
C -0.463 -1.185 -1.871

Forces on atoms 1 to 3 (eV/Å):
-0.8 -0.2 -0.6
0.2 -0.1 0.0
-0.1 -0.1 0.0

Computed properties:
- HOMO-LUMO gap (eV) = 5.5
- HOMO energy (eV) = -7.17
- total energy (a.u.) = -4147.20949
- LUMO level (eV) = -1.7
- energy above the lowest of the compared OMol25 structures with the same formula, charge and spin (kJ/mol) = 95.1


Copy entry 3 word for word.
The following is a quantum chemistry calculation of a structure of composition C28H24N7S4SbTi in a non-equilibrium geometry, from the Open Molecules 2025 dataset.

Positions of all 65 atoms, in Å:
Ti -0.752 1.023 -0.600
C 3.007 3.064 -1.568
C 1.721 2.771 -1.228
N 1.311 1.498 -1.004
C 2.223 0.528 -1.194
C 3.529 0.866 -1.610
N 3.930 2.101 -1.765
C 1.788 -0.805 -0.942
C 2.502 -1.962 -0.918
C 1.941 -3.159 -0.426
C 0.806 -2.996 0.371
C 0.123 -1.799 0.414
N 0.365 -0.891 -0.702
C -0.610 -1.264 1.498
C -0.984 -2.038 2.629
N -1.479 -1.512 3.717
C -1.616 -0.165 3.736
C -1.346 0.588 2.632
N -0.900 0.053 1.475
C 2.642 -4.458 -0.497
C 4.001 -4.570 -0.789
C 4.599 -5.819 -0.814
N 3.956 -6.964 -0.575
C 2.653 -6.858 -0.310
C 1.966 -5.656 -0.267
H 3.315 4.090 -1.720
H 0.982 3.545 -1.130
H 4.246 0.077 -1.810
H 3.534 -1.936 -1.243
H 0.544 -3.771 1.082
H -0.856 -3.114 2.610
H -1.974 0.291 4.649
H -1.500 1.656 2.654
H 4.613 -3.700 -0.987
H 5.658 -5.905 -1.036
H 2.125 -7.790 -0.130
H 0.896 -5.664 -0.091
C -3.894 0.967 0.760
N -3.246 1.585 -0.412
C -4.137 1.350 -1.563
C -3.163 3.046 -0.198
C -2.046 3.385 0.739
C -2.207 4.382 1.698
C -1.159 4.721 2.543
C 0.055 4.056 2.429
C 0.206 3.055 1.483
C -0.832 2.694 0.617
H -4.958 1.226 0.782
H -3.446 1.329 1.674
H -3.795 -0.116 0.716
H -5.067 1.912 -1.421
H -4.387 0.295 -1.637
H -3.654 1.669 -2.480
H -4.123 3.434 0.161
H -2.964 3.501 -1.169
H -3.160 4.894 1.784
H -1.293 5.494 3.291
H 0.880 4.310 3.085
H 1.154 2.533 1.440
S 1.922 1.539 -4.552
Sb -0.233 0.946 -4.531
S 0.252 -1.497 -3.356
S -1.105 2.170 -2.581
S -2.094 -1.048 -1.542
C -0.463 -1.185 -1.871

Forces on atoms 1 to 3 (eV/Å):
-0.8 -0.2 -0.6
0.2 -0.1 0.0
-0.1 -0.1 0.0

Computed properties:
- HOMO-LUMO gap (eV) = 5.5
- HOMO energy (eV) = -7.17
- total energy (a.u.) = -4147.20949
- LUMO level (eV) = -1.7
- energy above the lowest of the compared OMol25 structures with the same formula, charge and spin (kJ/mol) = 95.1